Density functional theory data (wB97M-V/def2-TZVPD) for C6H8F4KN2O14S4 as an isolated structure at a distorted geometry.

```
39
Properties=species:S:1:pos:R:3:lowdin_charge:R:1
K -0.816 1.490 0.363 0.855
N -1.248 3.133 2.558 -0.296
S -0.834 4.471 3.092 0.403
O 0.503 4.999 2.847 -0.287
O -1.501 4.908 4.365 -0.311
F -1.633 5.353 2.018 -0.214
S -0.238 2.466 3.726 0.498
O -0.670 2.385 5.127 -0.263
O 1.133 2.276 3.456 -0.244
F -0.706 1.003 3.322 -0.235
N -3.386 0.922 -0.625 -0.333
S -3.897 -0.621 -0.732 0.577
O -2.880 -1.537 -1.250 -0.289
O -5.310 -0.799 -1.039 -0.273
F -3.958 -0.936 0.860 -0.195
S -3.731 1.324 -2.036 0.420
O -4.825 2.234 -2.131 -0.257
O -3.435 0.450 -3.185 -0.298
F -2.484 2.297 -2.198 -0.224
C 4.857 -1.020 -0.455 -0.118
C 4.301 -1.130 -1.883 -0.123
O 2.969 -0.668 -1.779 0.067
C 2.917 0.144 -0.717 -0.525
O 1.992 0.909 -0.427 0.099
O 4.032 0.025 0.001 0.094
H 5.923 -0.805 -0.533 0.133
H 4.786 -2.005 0.006 0.130
H 4.450 -2.169 -2.177 0.133
H 4.809 -0.402 -2.515 0.135
C -0.629 -3.704 -0.846 -0.154
C 0.332 -2.840 -1.663 -0.115
O 0.448 -1.696 -0.943 0.109
C 0.024 -1.915 0.217 -0.651
O -0.056 -1.121 1.122 0.103
O -0.400 -3.158 0.362 0.108
H -0.374 -4.763 -0.886 0.136
H -1.679 -3.592 -1.120 0.119
H -0.098 -2.590 -2.633 0.152
H 1.311 -3.319 -1.666 0.136
```

charge	-1
electronic energy	-3988.48586	Ha
gap between HOMO and LUMO	8.8567	eV

---

Density functional theory data (wB97M-V/def2-TZVPD) for C3H9N3O as an isolated structure at a distorted geometry.

```
16
Properties=species:S:1:pos:R:3:lowdin_charge:R:1
C -0.454 1.978 0.058 -0.205
C -0.812 -1.955 -0.186 -0.085
N 1.489 -0.166 -0.599 -0.029
N -0.685 0.666 -0.493 -0.076
C -0.236 -0.822 0.620 -0.267
O 2.723 0.375 -0.510 -0.022
N 1.102 -0.571 0.564 -0.029
H 3.004 0.298 0.428 0.101
H -1.552 0.675 -1.035 0.072
H -0.593 -0.759 1.653 0.120
H 0.456 1.967 0.662 0.057
H -1.278 2.325 0.699 0.064
H -0.316 2.714 -0.743 0.077
H -1.898 -1.959 -0.110 0.073
H -0.514 -1.868 -1.227 0.072
H -0.437 -2.900 0.218 0.077
```

charge	0
electronic energy	-359.03852	Ha
gap between HOMO and LUMO (spin up / spin down)	8.5379 / 8.5383	eV

---

Density functional theory data (wB97M-V/def2-TZVPD) for an isolated ion of composition C4H8NO2 and charge +1 at a distorted geometry.

```
15
Properties=species:S:1:pos:R:3:lowdin_charge:R:1
C -0.132 0.765 0.478 -0.133
C -1.435 1.476 -0.060 -0.131
C 0.279 -0.384 -0.262 0.080
C 0.990 -1.540 0.290 0.016
N -2.608 -0.531 -0.370 -0.027
O -3.593 -1.144 -0.218 0.145
O -2.624 0.762 0.147 -0.045
H 0.602 1.508 0.285 0.167
H -0.105 0.472 1.484 0.129
H -1.418 2.330 0.652 0.160
H -1.161 1.647 -1.097 0.135
H -0.074 -0.178 -1.226 0.119
H 0.317 -2.083 0.943 0.132
H 1.818 -1.205 0.897 0.120
H 1.408 -2.163 -0.560 0.135
```

charge	+1
electronic energy	-361.98693	Ha
gap between HOMO and LUMO (spin up / spin down)	7.7408 / 7.7415	eV

---

Density functional theory data (wB97M-V/def2-TZVPD) for C3H2FO2Sn as an isolated structure at a distorted geometry.

```
9
Properties=species:S:1:pos:R:3:lowdin_spin:R:1
F -1.524 1.205 1.354 0.001
O 1.355 -0.779 -0.451 0.162
O -1.776 -0.914 0.777 0.000
C 0.672 0.116 -1.064 0.030
C -0.560 0.591 -0.650 -0.001
C -1.247 0.136 0.521 0.000
H 0.971 0.378 -2.094 0.001
H -0.967 1.455 -1.170 0.000
Sn 2.900 -0.763 0.516 0.806
```

spin multiplicity	2
charge	0
electronic energy	-580.08158	Ha
gap between HOMO and LUMO (spin up / spin down)	5.7088 / 8.4519	eV

---

Density functional theory data (wB97M-V/def2-TZVPD) for an isolated ion of composition C4H4F2NO and charge +1 at a distorted geometry.

```
12
Properties=species:S:1:pos:R:3:lowdin_charge:R:1
C 0.320 1.227 0.209 -0.012
C 1.436 0.654 -0.755 -0.074
C -0.004 -0.130 0.630 -0.117
C -1.437 -0.615 0.149 0.064
N 1.111 -0.588 -0.336 -0.104
O 1.343 -1.733 -0.629 0.216
F -0.105 2.357 0.473 0.333
F 2.215 1.069 -1.694 0.236
H 0.267 -0.288 1.721 0.199
H -1.267 -1.316 -0.590 0.072
H -1.895 0.239 -0.242 0.072
H -1.983 -0.878 1.063 0.114
```

charge	+1
electronic energy	-484.06828	Ha
SMILES string	C[C@@H]1C(F)=C(F)[N+]1=O
gap between HOMO and LUMO (spin up / spin down)	8.3955 / 8.3984	eV

---

Density functional theory data (wB97M-V/def2-TZVPD) for a 2-piece molecular cluster, C19H37N2O5P2Si overall at a distorted geometry.

```
66
Properties=species:S:1:pos:R:3:lowdin_charge:R:1
C 4.280 -2.189 -1.159 -0.197
Si 3.094 -0.700 -1.122 0.585
C 3.064 0.113 -2.864 -0.216
C 1.284 -1.262 -0.743 -0.263
C 1.169 -2.789 -0.323 -0.241
C -0.125 -3.015 0.601 -0.194
C -1.163 -3.963 -0.111 -0.216
C -2.232 -3.071 -0.866 -0.212
C -3.078 -2.177 0.131 -0.201
C -2.890 -0.621 -0.167 -0.263
C -3.851 -0.266 -1.357 -0.356
P -4.126 1.552 -1.627 0.849
C -5.663 2.204 -0.731 -0.351
C -5.473 2.321 0.817 -0.340
N -5.310 1.010 1.490 -0.016
P -2.359 2.779 -1.283 0.410
N -1.115 1.906 -1.674 -0.217
O -2.493 4.102 -2.316 -0.243
O -2.206 3.356 0.313 -0.260
C 3.653 0.646 0.126 -0.261
C 3.385 2.035 -0.267 -0.109
C 3.775 3.068 0.699 -0.110
C 4.390 2.756 1.981 -0.077
C 4.655 1.359 2.328 -0.037
C 4.285 0.295 1.395 -0.067
H 5.221 -1.863 -1.668 0.038
H 3.796 -3.086 -1.622 0.030
H 4.563 -2.490 -0.110 0.036
H 4.037 0.658 -3.040 0.039
H 2.271 0.910 -2.926 0.024
H 2.909 -0.646 -3.675 0.030
H 0.850 -0.560 0.017 0.069
H 0.684 -1.150 -1.692 0.071
H 2.059 -3.165 0.238 0.093
H 1.048 -3.374 -1.277 0.101
H -0.528 -1.978 0.775 0.085
H 0.160 -3.389 1.624 0.111
H -1.664 -4.691 0.589 0.105
H -0.668 -4.602 -0.896 0.100
H -1.630 -2.434 -1.580 0.106
H -2.877 -3.712 -1.532 0.104
H -2.862 -2.444 1.193 0.110
H -4.167 -2.418 -0.055 0.097
H -3.094 -0.065 0.779 0.086
H -1.822 -0.398 -0.441 0.079
H -3.384 -0.682 -2.294 0.094
H -4.861 -0.746 -1.241 0.083
H -4.465 1.703 -3.039 -0.033
H -5.866 3.216 -1.180 0.082
H -6.500 1.525 -1.041 0.075
H -6.434 2.771 1.220 0.106
H -4.671 3.056 1.091 0.097
H -6.004 0.332 1.174 0.069
H -5.480 1.199 2.482 0.077
H -0.461 1.811 -0.894 -0.015
H -2.349 3.701 -3.201 0.058
H -1.468 4.006 0.365 0.062
H 2.915 2.297 -1.240 0.075
H 3.572 4.147 0.480 0.083
H 4.643 3.591 2.670 0.096
H 5.112 1.129 3.319 0.074
H 4.486 -0.768 1.665 0.099
C 7.038 -0.208 5.447 -1.007
O 8.121 -0.142 6.057 -0.024
O 6.417 -1.294 5.195 -0.022
O 6.403 0.803 4.991 -0.042
```

charge	-1
electronic energy	-2203.89465	Ha
gap between HOMO and LUMO	1.1256	eV

---

Density functional theory data (wB97M-V/def2-TZVPD) for a 9-piece molecular cluster, C24H67F3N11O11S overall at a distorted geometry.

```
117
Properties=species:S:1:pos:R:3:lowdin_charge:R:1
C 0.446 0.208 1.691 -0.664
F -0.601 0.881 2.269 0.092
F 1.507 0.925 1.632 0.159
F 0.740 -0.891 2.370 0.151
S 0.008 -0.164 -0.125 0.535
O -1.346 -0.802 -0.207 -0.361
O 0.010 1.060 -0.825 -0.302
O 1.077 -1.093 -0.555 -0.348
C 3.235 -4.776 -0.699 -0.796
O 4.022 -3.928 -0.896 0.054
N 1.943 -4.409 -0.440 0.174
N 3.489 -6.026 -0.935 0.165
H 1.778 -3.428 -0.266 0.078
H 1.161 -5.048 -0.433 0.095
H 2.690 -6.636 -0.839 0.106
H 4.462 -6.295 -0.957 0.119
C 3.015 1.747 -3.172 -0.702
O 4.012 2.060 -3.860 -0.032
N 2.165 2.605 -2.580 0.172
N 2.643 0.465 -3.094 0.166
H 2.221 3.608 -2.682 0.111
H 1.398 2.176 -2.082 0.059
H 3.151 -0.293 -3.527 0.094
H 2.001 0.206 -2.358 0.057
C 0.990 -3.375 -3.800 -0.843
O -0.155 -3.491 -3.525 0.079
N 1.851 -2.537 -3.309 0.182
N 1.579 -4.090 -4.678 0.154
H 1.508 -1.785 -2.730 0.077
H 2.803 -2.592 -3.642 0.106
H 2.492 -3.803 -5.002 0.104
H 1.070 -4.613 -5.377 0.119
C -3.096 2.327 -1.607 -0.065
C -4.086 1.192 -2.058 -0.388
C -4.846 1.525 -3.350 -0.204
O -5.818 0.493 -3.545 -0.189
C -6.903 0.828 -4.391 -0.118
N -3.249 -0.012 -2.244 0.052
H -2.654 2.009 -0.663 0.057
H -3.492 3.342 -1.632 0.063
H -2.214 2.297 -2.247 0.069
H -4.831 0.972 -1.293 0.130
H -4.222 1.681 -4.230 0.128
H -5.321 2.450 -3.022 0.109
H -7.711 0.171 -4.070 0.083
H -6.669 0.672 -5.444 0.079
H -7.220 1.856 -4.213 0.076
H -2.722 -0.027 -3.106 0.077
H -2.566 -0.008 -1.501 0.004
C -3.157 -5.154 0.230 -0.076
C -3.206 -3.649 0.393 -0.432
C -2.360 -3.070 1.571 -0.178
O -2.950 -3.691 2.717 -0.200
C -2.222 -3.402 3.883 -0.126
N -2.882 -3.073 -0.905 0.064
H -3.984 -5.624 -0.302 0.073
H -3.169 -5.597 1.225 0.066
H -2.322 -5.573 -0.332 0.067
H -4.264 -3.441 0.550 0.129
H -2.575 -2.002 1.600 0.100
H -1.293 -3.201 1.389 0.127
H -2.797 -3.509 4.804 0.084
H -1.912 -2.359 3.944 0.070
H -1.307 -3.992 3.840 0.088
H -2.097 -3.673 -1.114 0.046
H -2.370 -2.234 -0.675 0.001
C -2.059 3.467 4.556 -0.070
C -3.444 2.846 4.689 -0.448
C -3.354 1.556 3.882 -0.179
O -4.678 0.929 3.897 -0.209
C -4.960 -0.174 3.082 -0.104
N -3.546 2.404 6.046 0.035
H -2.068 4.293 5.267 0.074
H -1.888 3.921 3.580 0.064
H -1.311 2.744 4.884 0.085
H -4.269 3.417 4.264 0.144
H -2.664 0.803 4.263 0.127
H -3.070 1.886 2.883 0.115
H -4.142 -0.893 3.139 0.069
H -4.960 0.174 2.049 0.083
H -5.890 -0.725 3.223 0.089
H -3.875 3.066 6.734 0.074
H -4.211 1.644 6.063 0.068
C 7.891 -0.555 -2.725 -0.062
C 7.278 -0.907 -1.362 -0.412
C 5.755 -0.664 -1.314 -0.189
O 5.333 -0.587 0.076 -0.177
C 4.030 -0.012 0.164 -0.111
N 7.582 -2.300 -1.104 0.016
H 8.394 0.402 -2.862 0.069
H 7.216 -0.725 -3.564 0.077
H 8.758 -1.208 -2.828 0.063
H 7.711 -0.362 -0.523 0.133
H 5.182 -1.324 -1.965 0.113
H 5.516 0.317 -1.724 0.104
H 3.255 -0.771 0.054 0.061
H 3.870 0.867 -0.460 0.081
H 3.898 0.270 1.208 0.075
H 6.949 -2.788 -0.487 0.062
H 7.551 -2.967 -1.862 0.061
C 3.451 4.210 2.027 -0.057
C 2.049 4.836 2.153 -0.400
C 0.954 4.166 1.253 -0.153
O 0.006 5.234 1.339 -0.203
C -1.194 4.936 0.706 -0.143
N 1.568 4.902 3.543 0.044
H 3.456 3.125 1.930 0.058
H 4.158 4.581 2.769 0.072
H 3.847 4.458 1.042 0.070
H 2.144 5.871 1.821 0.129
H 0.610 3.239 1.712 0.099
H 1.098 3.915 0.202 0.118
H -1.886 5.778 0.689 0.087
H -1.765 4.067 1.032 0.074
H -1.116 4.743 -0.364 0.079
H 0.757 5.505 3.534 0.058
H 1.206 4.001 3.821 0.059
```

charge	-1
electronic energy	-3082.39240	Ha
gap between HOMO and LUMO	8.2695	eV

---

Density functional theory data (wB97M-V/def2-TZVPD) for C10H8Cl2N3O4S2Tl as an isolated structure at a distorted geometry.

```
30
Properties=species:S:1:pos:R:3:lowdin_charge:R:1
Tl 0.582 -0.572 -0.388 0.841
Cl -0.436 2.058 -0.499 0.780
C 0.786 2.671 -1.563 -0.631
C 0.437 3.657 -2.472 -0.093
C 1.383 4.162 -3.345 -0.065
C 2.679 3.675 -3.326 -0.097
C 3.019 2.675 -2.432 -0.694
Cl 4.620 2.059 -2.421 0.697
C 2.084 2.151 -1.530 -0.688
S 2.638 0.920 -0.403 0.635
H -0.577 4.019 -2.483 0.110
H 1.106 4.933 -4.044 0.111
H 3.425 4.049 -4.007 0.108
N -2.333 -0.148 4.371 0.153
C -1.086 -0.216 3.885 -0.351
C -0.852 -0.513 2.521 -0.047
N 0.371 -0.510 2.045 -0.018
C 1.400 -0.267 2.861 -0.124
C 1.155 -0.017 4.202 -0.106
N -0.063 0.017 4.710 0.131
H -3.118 -0.320 3.768 0.112
H -2.473 0.080 5.339 0.111
H -1.651 -0.729 1.824 0.101
H 2.391 -0.265 2.435 0.092
H 1.965 0.166 4.893 0.112
O -0.273 -2.556 -0.907 -0.383
S -1.348 -1.635 -1.470 0.286
O -0.558 -0.665 -2.324 -0.400
O -1.756 -0.815 -0.282 -0.427
O -2.406 -2.309 -2.135 -0.255
```

charge	0
electronic energy	-2740.32610	Ha
gap between HOMO and LUMO	7.7780	eV